1.
A 2-piece molecular cluster, C23H26O3 overall at a distorted geometry. Source: the OMol25 dataset; level of theory: the ωB97M-V functional and the def2-TZVPD basis.

Atoms and positions in Å:
C: 3.57 -0.48 2.51
C: 2.63 0.69 2.41
O: 1.30 0.17 2.20
C: 0.41 1.14 1.90
C: -0.96 0.58 1.74
C: -2.03 1.54 2.03
O: -1.82 2.74 2.16
C: -3.46 1.02 2.25
C: -3.57 -0.42 2.75
C: -2.62 -1.34 1.98
C: -1.16 -0.83 2.07
O: 0.73 2.32 1.76
H: 4.59 -0.11 2.55
H: 3.39 -1.06 3.42
H: 3.46 -1.13 1.64
H: 2.64 1.30 3.32
H: 2.88 1.34 1.56
H: -3.90 1.68 3.01
H: -4.05 1.13 1.33
H: -3.36 -0.47 3.83
H: -4.60 -0.77 2.60
H: -2.64 -2.35 2.41
H: -2.94 -1.41 0.93
H: -0.49 -1.51 1.50
H: -0.84 -0.84 3.12
C: 1.72 4.50 -2.73
C: 1.16 3.15 -2.41
C: -0.17 3.01 -1.98
C: -0.70 1.78 -1.66
C: 0.08 0.58 -1.73
C: -0.53 -0.64 -1.36
C: -0.20 -1.98 -1.74
C: -1.18 -3.02 -1.52
C: -0.88 -4.36 -1.72
C: 0.39 -4.74 -2.17
C: 1.33 -3.76 -2.50
C: 1.03 -2.41 -2.35
C: 1.43 0.74 -2.18
C: 1.92 1.98 -2.54
H: 2.76 4.41 -3.04
H: 1.15 5.01 -3.52
H: 1.67 5.13 -1.83
H: -0.79 3.90 -1.92
H: -1.75 1.69 -1.37
H: -1.45 -0.54 -0.78
H: -2.18 -2.70 -1.24
H: -1.65 -5.10 -1.56
H: 0.63 -5.80 -2.30
H: 2.30 -4.04 -2.90
H: 1.72 -1.67 -2.76
H: 2.09 -0.12 -2.25
H: 2.93 2.07 -2.94

Values from the calculation:
HOMO energy, eV: -6.172
Energy above the lowest of the compared OMol25 structures with the same formula, charge and spin, kcal per mole: 67.8
Orbital gap, eV: 3.502



2.
A 2-piece molecular cluster, C23H26O6 overall at a distorted geometry. Source: the OMol25 dataset; level of theory: the ωB97M-V functional and the def2-TZVPD basis.

Atoms and positions in Å:
C: -4.54 0.88 -0.01
O: -3.52 -0.12 -0.28
C: -2.80 -0.17 -1.37
C: -2.72 -1.33 -2.23
C: -2.10 -1.22 -3.50
C: -1.77 -2.34 -4.24
C: -2.08 -3.63 -3.78
C: -1.61 -4.82 -4.57
C: -2.88 -3.74 -2.62
C: -3.22 -2.63 -1.87
H: -5.27 0.39 0.64
H: -4.09 1.71 0.54
H: -5.01 1.24 -0.94
H: -2.40 0.80 -1.71
H: -1.83 -0.22 -3.84
H: -1.28 -2.27 -5.21
H: -1.92 -5.77 -4.12
H: -1.96 -4.80 -5.61
H: -0.51 -4.82 -4.63
H: -3.23 -4.74 -2.34
H: -3.81 -2.72 -0.95
C: 7.01 1.20 2.48
O: 5.89 0.44 2.99
C: 4.74 0.28 2.30
C: 3.73 -0.50 2.93
C: 2.54 -0.75 2.27
C: 2.33 -0.24 0.99
C: 1.04 -0.55 0.25
C: -0.03 0.45 0.46
C: -0.01 1.68 -0.30
O: 0.74 1.89 -1.25
O: -0.86 2.67 0.12
C: -1.21 2.59 1.52
C: 0.01 2.77 2.42
C: -2.26 3.68 1.78
O: -1.86 1.31 1.75
C: -1.05 0.23 1.47
O: -1.16 -0.80 2.12
C: 3.28 0.59 0.39
C: 4.50 0.83 1.01
H: 7.73 1.14 3.30
H: 7.45 0.75 1.57
H: 6.75 2.26 2.29
H: 3.95 -0.93 3.90
H: 1.75 -1.34 2.75
H: 1.26 -0.55 -0.83
H: 0.64 -1.52 0.59
H: 0.78 2.01 2.25
H: 0.43 3.76 2.21
H: -0.32 2.71 3.45
H: -3.12 3.55 1.12
H: -2.59 3.63 2.82
H: -1.81 4.66 1.60
H: 3.05 1.05 -0.57
H: 5.28 1.41 0.51

Values from the calculation:
HOMO energy, eV: -6.705
Energy above the lowest of the compared OMol25 structures with the same formula, charge and spin, kcal per mole: 0.0
Orbital gap, eV: 4.408



3.
C23H27AlCl6N8O3 as an isolated structure. Source: the OMol25 dataset; level of theory: the ωB97M-V functional and the def2-TZVPD basis.

Atoms and positions in Å:
Al: 1.22 0.26 2.66
Cl: -0.11 -0.96 5.76
C: 1.60 -1.00 5.43
C: 2.06 -0.50 4.21
C: 3.44 -0.46 4.05
Cl: 3.97 0.29 2.56
C: 4.35 -0.92 4.98
Cl: 6.03 -0.84 4.68
C: 3.84 -1.46 6.17
Cl: 4.92 -2.05 7.34
C: 2.46 -1.48 6.41
Cl: 1.86 -2.10 7.88
N: -1.10 -1.36 2.79
N: -2.10 -0.45 3.15
C: -1.80 0.85 3.21
N: -2.67 1.75 3.58
N: -0.51 1.11 2.86
N: 0.03 2.36 2.83
O: -0.53 3.39 3.01
O: 1.26 2.22 2.58
H: -1.39 -1.87 1.96
H: -0.94 -2.00 3.56
H: -3.01 -0.77 3.45
H: -3.61 1.49 3.86
H: -2.43 2.73 3.61
C: -0.76 -2.46 -4.64
C: -1.34 -2.04 -3.28
C: -2.87 -2.14 -3.35
C: -0.86 -3.03 -2.22
C: -0.92 -0.58 -2.92
O: -1.60 -0.17 -1.73
C: -1.17 0.41 -4.08
C: -1.53 1.86 -3.68
C: -0.59 2.56 -2.73
C: -1.01 2.88 -1.45
C: -0.15 3.47 -0.53
C: 1.16 3.73 -0.89
Cl: 2.25 4.40 0.27
C: 1.59 3.47 -2.19
C: 0.71 2.91 -3.10
C: 0.59 -0.51 -2.60
N: 0.94 -0.73 -1.19
C: 0.66 0.06 -0.18
N: 1.29 -0.41 0.91
C: 1.94 -1.54 0.46
N: 1.75 -1.74 -0.80
H: -1.02 -3.51 -4.83
H: 0.33 -2.40 -4.67
H: -1.15 -1.88 -5.47
H: -3.16 -3.13 -3.71
H: -3.32 -1.42 -4.04
H: -3.33 -2.00 -2.37
H: -1.31 -4.01 -2.39
H: -1.15 -2.72 -1.21
H: 0.23 -3.17 -2.24
H: -2.52 -0.01 -1.97
H: -1.99 0.05 -4.70
H: -0.30 0.40 -4.73
H: -2.52 1.87 -3.23
H: -1.62 2.43 -4.61
H: -2.04 2.68 -1.17
H: -0.50 3.75 0.46
H: 2.60 3.72 -2.48
H: 1.06 2.72 -4.11
H: 1.00 0.46 -2.85
H: 1.14 -1.27 -3.15
H: 0.07 0.96 -0.27
H: 2.56 -2.16 1.08

Values from the calculation:
HOMO energy, eV: -13.756
Energy above the lowest of the compared OMol25 structures with the same formula, charge and spin, kcal per mole: 0.0
Charge: +2
Orbital gap, eV: 6.430



4.
C23H27BiN4O16P2S as an isolated structure. Source: the OMol25 dataset; level of theory: the ωB97M-V functional and the def2-TZVPD basis.

Atoms and positions in Å:
Bi: -1.49 1.39 -0.78
C: -0.09 1.06 6.12
C: -0.91 1.41 4.92
N: -1.57 2.76 2.48
C: -2.84 2.73 3.09
C: -2.97 2.63 4.43
N: -1.91 2.19 5.26
C: -4.15 3.03 5.32
O: -5.33 3.21 4.81
O: -3.94 3.19 6.51
C: -3.96 2.82 2.03
O: -5.16 2.65 2.38
O: -3.60 3.02 0.85
H: 0.86 1.61 6.03
H: 0.18 0.00 6.08
H: -0.54 1.29 7.09
H: -2.13 2.41 6.24
H: -5.34 2.87 3.82
O: -2.11 1.34 -4.67
S: -1.55 0.65 -3.54
O: -0.75 -0.50 -3.85
O: -0.67 1.68 -2.71
O: -2.60 0.35 -2.48
N: 1.46 4.95 2.33
C: 0.46 3.97 1.89
C: -0.48 3.54 3.02
P: 1.41 2.52 1.18
O: 2.11 3.20 -0.11
O: 2.45 2.16 2.16
O: 0.39 1.50 0.70
P: -0.53 4.70 0.51
O: -1.91 5.24 1.03
O: 0.27 6.04 0.21
O: -0.62 3.82 -0.69
H: 2.33 4.45 2.51
H: 1.17 5.38 3.20
H: 1.08 6.01 0.77
H: 0.09 2.99 3.78
H: -1.22 1.86 2.15
H: -0.88 4.45 3.47
H: 1.45 3.30 -0.82
H: -2.58 4.49 1.08
C: 0.65 -5.92 -5.69
C: 1.01 -5.98 -4.22
C: 1.29 -7.22 -3.65
C: 1.56 -7.31 -2.29
C: 1.61 -6.17 -1.52
C: 1.37 -4.91 -2.09
N: 1.47 -3.80 -1.23
C: 1.94 -2.55 -1.60
C: 3.02 -2.45 -2.48
C: 3.55 -1.23 -2.82
C: 3.04 -0.06 -2.27
C: 1.95 -0.15 -1.41
C: 1.37 -1.36 -1.08
C: 0.12 -1.45 -0.25
O: -0.01 -2.36 0.57
O: -0.85 -0.63 -0.49
C: 1.00 -4.82 -3.44
C: 0.54 -3.52 -4.06
H: 0.86 -6.87 -6.17
H: 1.21 -5.13 -6.20
H: -0.41 -5.69 -5.82
H: 1.27 -8.11 -4.27
H: 1.76 -8.28 -1.84
H: 1.86 -6.21 -0.47
H: 0.86 -3.77 -0.42
H: 3.43 -3.37 -2.89
H: 4.39 -1.18 -3.51
H: 3.45 0.91 -2.51
H: 1.56 0.76 -0.97
H: 1.33 -3.04 -4.64
H: 0.21 -2.79 -3.33
H: -0.29 -3.70 -4.73

Values from the calculation:
HOMO energy, eV: -3.295
Energy above the lowest of the compared OMol25 structures with the same formula, charge and spin, kcal per mole: 0.0
Charge: -2
Orbital gap, eV: 7.374



5.
A 3-piece molecular cluster, C23H27BrClO10P overall at a distorted geometry. Source: the OMol25 dataset; level of theory: the ωB97M-V functional and the def2-TZVPD basis.

Atoms and positions in Å:
O: -1.91 -5.38 1.71
C: -1.33 -4.34 1.64
O: -1.10 -3.75 0.40
C: -0.81 -3.66 2.96
C: -0.96 -2.11 2.97
C: -2.16 -1.46 2.93
C: -3.54 -2.25 2.91
C: -3.78 -2.74 4.40
O: -4.41 -3.70 4.67
Br: -3.07 -1.69 5.93
C: -2.10 0.10 2.91
O: -2.94 0.79 3.43
C: -0.88 0.71 2.14
P: -1.21 2.28 1.16
O: -0.18 2.41 -0.17
Cl: -3.13 1.93 0.30
C: 0.32 0.06 2.19
O: 1.38 0.58 1.46
C: 2.60 0.55 2.18
O: 2.77 1.21 3.16
C: 3.69 -0.40 1.60
C: 3.85 -0.36 0.14
C: 4.80 -1.23 -0.54
C: 5.60 -2.17 0.25
C: 5.45 -2.18 1.70
C: 4.49 -1.31 2.40
C: 0.35 -1.24 3.03
O: 1.25 -1.62 3.74
H: -1.56 -2.89 0.40
H: -1.38 -4.05 3.85
H: 0.25 -4.00 3.10
H: -3.53 -3.09 2.18
H: -4.33 -1.48 2.71
H: 0.17 1.54 -0.47
H: 3.23 0.34 -0.48
H: 4.86 -1.14 -1.65
H: 6.30 -2.84 -0.29
H: 6.07 -2.89 2.29
H: 4.38 -1.34 3.51
C: 0.85 -0.46 -4.13
C: 0.13 -0.97 -2.89
C: -1.04 -1.86 -3.27
O: -0.35 0.14 -2.13
H: 0.18 0.13 -4.76
H: 1.68 0.19 -3.85
H: 1.24 -1.29 -4.72
H: 0.82 -1.52 -2.26
H: -1.78 -1.32 -3.86
H: -1.56 -2.21 -2.37
H: -0.71 -2.73 -3.83
H: -0.97 0.64 -2.69
C: -1.74 4.73 -4.09
C: -1.82 5.40 -2.72
C: -0.64 6.33 -2.49
O: -1.85 4.40 -1.71
H: -0.83 4.13 -4.17
H: -2.59 4.06 -4.24
H: -1.73 5.48 -4.89
H: -2.75 5.97 -2.65
H: 0.30 5.77 -2.52
H: -0.71 6.79 -1.50
H: -0.60 7.12 -3.24
H: -1.03 3.89 -1.77

Values from the calculation:
HOMO energy, eV: -9.115
Energy above the lowest of the compared OMol25 structures with the same formula, charge and spin, kcal per mole: 66.9
SMILES: O=C(O)CC1=C(CC(=O)Br)C(=O)C(P(O)Cl)=C(OC(=O)c2ccccc2)C1=O.CC(C)O.CC(C)O
Orbital gap, eV: 7.550



6.
A 11-piece molecular cluster, C23H27Cl40FIN2 overall. Source: the OMol25 dataset; level of theory: the ωB97M-V functional and the def2-TZVPD basis.

Atoms and positions in Å:
C: -0.89 -1.69 4.90
C: -1.60 -1.99 3.56
C: -3.13 -1.88 3.60
N: -3.65 -1.01 2.52
C: -4.26 0.22 2.83
C: -3.66 1.46 2.15
C: -2.45 1.96 2.98
C: -2.48 3.42 3.40
C: -3.40 3.71 4.58
F: -1.17 3.76 3.77
C: -4.88 2.39 1.90
C: -6.06 1.73 2.59
N: -5.74 0.28 2.36
C: -6.76 -0.75 2.75
C: -7.38 -0.60 4.14
C: -6.46 -0.84 5.34
I: -9.02 -1.98 4.14
H: -1.59 -1.44 5.71
H: -0.20 -0.85 4.80
H: -0.32 -2.55 5.23
H: -1.31 -2.99 3.24
H: -1.23 -1.30 2.80
H: -3.60 -2.86 3.51
H: -3.44 -1.47 4.56
H: -2.92 -0.85 1.84
H: -4.30 0.44 3.90
H: -3.28 1.17 1.17
H: -2.33 1.34 3.87
H: -1.55 1.83 2.38
H: -2.72 4.05 2.54
H: -4.27 3.05 4.58
H: -2.85 3.54 5.50
H: -3.76 4.74 4.58
H: -4.76 3.44 2.18
H: -5.11 2.38 0.83
H: -6.06 1.89 3.67
H: -7.04 1.98 2.18
H: -5.65 0.18 1.35
H: -6.29 -1.73 2.60
H: -7.55 -0.65 2.01
H: -7.85 0.39 4.20
H: -5.42 -0.84 5.05
H: -6.66 -1.79 5.82
H: -6.60 -0.06 6.09
C: 1.74 -0.04 2.10
Cl: 0.51 -0.31 0.84
Cl: 1.14 1.17 3.24
Cl: 2.04 -1.56 2.96
Cl: 3.22 0.53 1.36
C: 2.10 3.52 -1.26
Cl: 3.76 4.08 -1.04
Cl: 1.33 4.43 -2.56
Cl: 2.12 1.80 -1.65
Cl: 1.20 3.77 0.25
C: 2.78 -5.61 4.22
Cl: 4.35 -6.27 4.63
Cl: 2.61 -3.99 4.92
Cl: 2.62 -5.49 2.46
Cl: 1.50 -6.65 4.86
C: 3.97 -0.40 -4.81
Cl: 2.52 -0.94 -3.95
Cl: 5.38 -1.22 -4.15
Cl: 3.79 -0.78 -6.53
Cl: 4.16 1.35 -4.62
C: 7.52 0.34 1.25
Cl: 8.75 0.35 -0.01
Cl: 6.27 1.54 0.87
Cl: 6.77 -1.26 1.33
Cl: 8.25 0.73 2.80
C: 5.30 8.11 -0.79
Cl: 6.12 6.69 -1.45
Cl: 3.55 7.85 -0.84
Cl: 5.80 8.34 0.89
Cl: 5.71 9.53 -1.74
C: 4.46 -5.49 -4.98
Cl: 3.04 -6.53 -4.83
Cl: 5.16 -5.22 -3.38
Cl: 5.65 -6.27 -6.02
Cl: 3.99 -3.94 -5.67
C: 2.31 0.90 -10.26
Cl: 2.41 1.84 -8.76
Cl: 3.29 1.67 -11.50
Cl: 2.90 -0.74 -9.97
Cl: 0.63 0.83 -10.79
C: -2.72 2.59 -12.37
Cl: -4.16 3.54 -12.73
Cl: -1.71 3.46 -11.21
Cl: -3.19 1.03 -11.68
Cl: -1.80 2.32 -13.85
C: 8.90 -7.77 -3.86
Cl: 7.43 -8.30 -3.05
Cl: 10.30 -8.51 -3.08
Cl: 8.85 -8.26 -5.56
Cl: 9.03 -6.01 -3.76

Values from the calculation:
HOMO energy, eV: -12.204
Charge: +1
Orbital gap, eV: 9.571